DFT (ωB97M-V/def2-TZVPD) results for a structure of composition C37H64BF10HfN5O9S2 at a distorted geometry.

```
129
Properties=species:S:1:pos:R:3:forces:R:3:lowdin_spin:R:1
Hf -1.346868 -0.404340 -3.037714 0.4 0.5 1.6 0.8529
C 1.173722 -0.882290 -6.594034 -0.2 0.8 -0.9 -0.0002
F -0.071928 -1.000050 -7.150104 1.8 0.1 1.3 0.0001
F 1.745932 -2.077580 -6.505454 -0.4 1.0 -0.1 0.0000
F 1.885912 -0.017210 -7.343324 -0.5 -1.1 0.5 -0.0001
S 1.139252 -0.040400 -4.861064 0.5 1.6 2.7 0.0036
O 0.774192 -1.038370 -3.845974 0.9 -2.7 0.2 0.0308
O 2.333182 0.765670 -4.544804 -1.6 -2.0 -1.6 0.0015
O -0.098178 0.734390 -4.739034 -2.3 1.8 -1.5 0.0028
C -5.349228 -2.194260 -2.108614 0.4 -0.7 1.8 0.0003
F -5.659398 -3.198430 -1.252394 0.3 1.1 -0.3 0.0001
F -5.060878 -2.744940 -3.247604 0.5 0.0 -1.1 0.0001
F -6.353708 -1.363140 -2.227194 0.0 0.2 0.1 0.0001
S -3.833208 -1.217890 -1.416134 0.5 -0.8 3.5 0.0029
O -4.078848 -0.813480 -0.035744 -0.1 -1.5 -2.3 0.0018
O -2.572258 -1.953420 -1.726494 0.6 -1.9 0.2 0.0230
O -3.581108 -0.118150 -2.287984 -0.3 4.3 -3.7 0.0076
B 0.114042 0.007320 -0.840774 0.9 1.3 1.5 0.0049
F 0.832502 0.134280 0.325306 -0.1 0.1 -0.4 0.0001
F -1.242438 0.292090 -0.733014 -1.0 0.7 -0.1 0.0059
F 0.591832 0.788950 -1.917794 0.0 0.6 -0.1 0.0047
F 0.100222 -1.248330 -1.359294 0.2 -2.8 -0.9 0.0144
C 2.413322 -3.193870 3.747796 0.0 1.8 2.0 0.0002
C 3.487532 -2.999670 2.702556 -1.4 -2.2 -1.4 0.0000
C 2.762222 -3.439300 1.372876 -0.5 0.8 -0.6 0.0000
C 3.482152 -3.214020 0.053676 0.6 -0.8 1.0 0.0000
C 3.843602 -1.755960 -0.032054 -0.5 -1.1 -0.4 0.0000
C 4.569112 -1.207020 1.231906 -0.2 0.9 -1.9 0.0000
N 3.999222 -1.633610 2.534556 4.8 1.4 7.2 -0.0001
O 4.510982 -1.015990 3.740266 -3.7 -3.4 -7.9 0.0001
C 6.084752 -1.554210 1.119386 0.5 -1.3 -0.1 0.0000
C 4.397502 0.265670 1.062896 0.2 1.5 1.2 -0.0001
C 4.686202 -4.006010 2.999136 1.1 0.8 -0.7 0.0000
H 2.086352 -4.229160 3.844516 0.1 0.2 -0.3 0.0003
H 1.584452 -2.492480 3.652286 -0.4 -0.4 -0.9 -0.0004
H 2.736842 -2.821800 4.719906 0.6 -0.6 0.3 0.0000
H 2.358452 -4.450310 1.427076 0.4 -0.1 0.5 0.0000
H 1.870202 -2.817470 1.297096 -0.3 0.1 0.3 0.0000
H 2.876552 -3.566520 -0.781234 -0.1 0.2 0.0 0.0000
H 4.375792 -3.838050 0.063936 0.2 0.0 -0.3 0.0000
H 2.948932 -1.192960 -0.297954 -0.2 0.2 0.6 0.0000
H 4.447142 -1.637080 -0.931894 0.7 0.4 0.4 0.0000
H 6.663202 -0.853470 0.517326 -0.6 0.5 0.2 0.0000
H 6.661612 -1.734790 2.026426 -0.5 0.2 0.2 0.0000
H 6.131702 -2.466340 0.524486 0.1 -0.3 0.2 0.0000
H 4.813212 0.733070 1.955556 0.0 0.5 -0.2 0.0000
H 4.949822 0.594300 0.182536 -0.1 -0.1 0.1 -0.0001
H 3.347192 0.540940 0.967116 0.0 0.0 0.0 0.0000
H 4.398822 -5.007360 3.319766 -0.8 0.4 0.2 0.0000
H 5.423792 -3.596780 3.689496 -0.4 0.1 0.3 0.0000
H 5.251962 -4.183000 2.084436 -0.1 0.2 -0.2 0.0000
C -1.273258 4.912380 -4.299584 -0.6 -0.6 0.6 0.0174
C -0.837278 4.698040 -2.824624 2.5 -0.6 -1.4 0.0311
C -0.756538 6.073650 -2.137254 -1.3 0.4 1.2 0.0003
C -2.086148 6.531130 -1.506214 0.4 0.3 -2.0 0.0001
C -2.580828 5.407810 -0.692314 -0.2 0.8 1.7 0.0005
C -2.817368 4.095710 -1.388114 -0.7 -0.8 1.4 0.0262
N -1.520508 3.599250 -2.040574 -2.9 -2.3 -2.4 0.4150
O -1.669468 2.331750 -2.705814 0.8 4.6 2.2 0.5179
C -3.282388 3.215350 -0.137104 0.7 -1.4 -0.9 0.0029
C -3.993738 4.243390 -2.374664 -0.4 -0.9 0.1 0.0173
C 0.636212 4.229600 -2.935484 0.7 -0.3 1.2 0.0139
H -2.133928 5.580100 -4.338404 0.0 -0.1 -0.3 0.0006
H -1.473778 3.954960 -4.780444 -0.3 0.0 0.1 0.0019
H -0.426158 5.322810 -4.849184 -0.1 0.3 0.2 0.0011
H -0.081288 6.056800 -1.281774 0.5 -0.2 -0.2 0.0001
H -0.455678 6.838750 -2.852944 0.4 -0.3 -0.1 -0.0001
H -2.799788 6.743090 -2.302384 -0.2 0.0 -0.2 0.0000
H -1.989218 7.503270 -1.022834 0.2 -0.3 0.5 0.0000
H -3.522658 5.669800 -0.210214 -0.2 0.0 -0.2 -0.0004
H -1.942518 5.264480 0.179536 0.4 -0.2 -0.1 0.0004
H -3.795538 2.291570 -0.404324 0.0 0.0 -0.4 -0.0001
H -2.428288 2.876790 0.449406 0.3 0.2 -0.3 0.0000
H -3.926938 3.678330 0.610096 -0.1 0.7 -0.6 -0.0001
H -4.880008 4.334770 -1.746754 0.0 0.3 0.0 0.0017
H -4.014858 5.072590 -3.081834 0.5 0.0 0.2 0.0003
H -4.181118 3.325060 -2.931134 0.3 -0.1 -0.1 0.0022
H 0.945762 3.910720 -1.940204 -0.1 -0.2 0.2 0.0005
H 1.333172 5.042770 -3.138234 -0.3 0.3 -0.5 0.0007
H 0.867982 3.394140 -3.596074 -0.5 0.0 -0.3 0.0028
C -3.873438 -4.135690 5.453066 2.0 -0.2 0.8 0.0021
C -3.180338 -4.655400 4.163816 -2.6 -1.2 0.2 0.0202
C -4.380938 -4.862790 3.213016 -1.0 1.8 -0.6 0.0000
C -4.031528 -5.052490 1.790846 1.9 -0.8 -1.5 0.0000
C -3.110878 -3.932230 1.275916 0.1 -0.2 1.1 0.0006
C -1.777868 -3.777410 2.171316 -1.8 1.2 -1.4 0.0193
N -2.213278 -3.659610 3.618466 3.9 -0.2 2.9 0.3338
O -1.159838 -3.280810 4.599916 -4.0 -1.5 -4.3 0.5913
C -0.834518 -4.898170 1.769136 0.1 -0.9 1.3 0.0122
C -1.140078 -2.467180 1.715916 -0.2 0.5 0.6 0.0010
C -2.645448 -6.095750 4.479186 0.9 0.6 0.5 0.0160
H -3.046958 -4.133730 6.163716 -0.1 0.5 0.4 -0.0009
H -4.557738 -4.855780 5.901736 -0.2 -0.1 -0.6 -0.0002
H -4.331228 -3.146690 5.433116 0.1 -0.1 -0.4 -0.0002
H -5.152578 -5.547700 3.564536 0.7 -0.6 0.4 -0.0004
H -4.983568 -3.955210 3.177756 0.1 0.6 0.5 0.0003
H -4.845318 -5.178610 1.076756 -0.3 0.1 0.4 0.0001
H -3.423038 -5.952080 1.698316 -0.1 -0.5 -0.1 0.0000
H -3.697818 -3.015810 1.214396 0.3 0.3 0.4 0.0004
H -2.815358 -4.134890 0.246496 0.3 -0.1 0.0 -0.0003
H -1.212088 -5.872660 2.078836 -0.2 -0.1 -0.2 0.0001
H -0.650818 -4.919090 0.694936 -0.1 0.2 0.1 0.0013
H 0.106372 -4.822540 2.314216 0.2 0.3 -0.1 0.0011
H -1.019698 -2.440400 0.632916 0.3 -0.4 0.0 -0.0002
H -1.774558 -1.604760 1.920256 -0.2 -0.1 0.3 -0.0003
H -0.207688 -2.304450 2.256546 0.2 0.0 -0.2 -0.0008
H -2.536208 -6.822730 3.674396 0.0 0.5 -0.5 0.0004
H -3.292258 -6.603280 5.194826 -0.2 0.3 0.0 0.0013
H -1.677448 -5.995280 4.970096 0.1 -0.1 0.0 0.0016
N 4.377632 4.374480 -2.905944 0.1 -1.9 0.6 0.0442
C 3.690532 3.177900 -3.183324 0.6 0.8 -1.0 0.3456
C 3.503432 2.423670 -2.024264 0.6 1.9 2.4 0.0937
C 4.003092 3.269980 -0.976064 -0.8 -2.7 -1.1 0.1461
C 4.697432 4.307550 -1.589044 -0.8 1.9 -0.3 0.3248
H 4.794672 5.012910 -3.568204 -0.1 -0.1 -0.2 -0.0016
H 3.383942 2.909130 -4.183404 0.0 0.1 -0.1 0.0111
H 3.008192 1.467340 -1.943214 -0.2 0.2 -0.1 0.0002
H 3.874422 3.188120 0.093116 0.2 -0.3 0.0 0.0033
H 5.231872 5.084730 -1.062974 0.3 0.1 -0.3 0.0128
N -0.144588 3.052390 1.478856 0.2 0.7 0.0 0.0008
C 0.925612 3.404180 0.671556 -0.2 -0.9 -0.1 0.0028
C 1.179542 4.742750 0.805006 0.0 -1.2 0.4 0.0030
C 0.288572 5.217510 1.804246 -0.4 0.6 -0.5 0.0003
C -0.558998 4.176020 2.126346 0.7 0.8 0.6 0.0010
H -0.577018 2.184120 1.760306 0.6 -0.3 -0.7 0.0000
H 1.445952 2.728340 0.009066 -0.4 -0.3 0.2 -0.0005
H 1.963022 5.175640 0.200726 -0.1 0.6 0.3 0.0014
H 0.237932 6.246480 2.128376 -0.2 -0.2 0.2 0.0000
H -1.378388 4.143890 2.829166 0.1 0.0 -0.1 0.0001
```
Forces are in eV/Å.

Values from the calculation:
- orbital gap (alpha / beta) (Eh) = 0.1011 / 0.1227
- expectation value of S² = 6.02
- HOMO level (alpha / beta) (Ha) = -0.4339 / -0.4555
- net charge = +2
- spin multiplicity = 5